*i*
Here is C3H6N2O3 in the gas phase from the Open Molecules 2025 dataset. Energies are from wB97M-V/def2-TZVPD.

Element x y z (Å)
N 0.0425 -1.1993 -0.0406
O 1.0941 0.6187 1.8566
C -2.1042 -0.7762 -1.2664
H -3.0653 -0.1748 -0.6757
H -2.3223 -1.6360 -1.9408
H -1.3985 -0.0891 -1.8760
C 0.4195 1.4433 1.2143
O -1.3813 -1.0178 0.0271
H 0.1496 -1.7511 -0.9176
H -0.0524 2.3208 1.7933
O 0.0146 1.2055 -0.0206
N 1.7919 0.0018 -0.9697
H 2.0297 -0.8162 -1.4714
C 0.6845 0.0127 -0.4053

**Molecular weight**: 118.09 g/mol
**Total charge**: 0
**Kohn-Sham gap**: 10.76 eV
**Multiplicity**: 1
**Structure (SMILES)**: [H]/N=C(\NOC)OC=O

These are the natural (NBO) partial charges, in e, on atoms 1 to 6: N -0.31; O -0.57; C -0.30; H 0.24; H 0.19; H 0.18

---

*ii*
Here is C3H6N2O3 in the gas phase from the Open Molecules 2025 dataset. Energies are from wB97M-V/def2-TZVPD.

Element x y z (Å)
H 3.0076 0.2755 0.6290
H 2.5061 -1.5368 0.4504
O 0.9667 1.5873 -0.4984
H 0.4291 -1.7962 -0.5886
H 0.0444 1.7689 -0.1353
O -1.7078 0.2039 0.5255
C 0.1315 -0.8527 -0.1605
C -3.1607 0.4735 0.2611
C 2.3961 -0.4033 0.0630
N -1.1835 -0.9233 -0.1540
H 2.7831 -0.2370 -0.9609
O -3.8720 -0.1222 -0.6519
H -3.3387 1.3604 1.1942
N 0.9983 0.2019 0.0265

**Molecular weight**: 118.09 g/mol
**Total charge**: 0
**Kohn-Sham gap**: 9.19 eV
**Multiplicity**: 1
**Structure (SMILES)**: CN(O)/C=N\OC=O

These are the natural (NBO) partial charges, in e, on atoms 1 to 6: H 0.21; H 0.24; O -0.51; H 0.20; H 0.49; O -0.46

---

Relative energies, in hartree, with the most stable structure set to zero: *i* 0.0000; *ii* 0.0865.

---

*i*
Here is a molecular structure, C3H6N2O3 from the Open Molecules 2025 dataset. Energies are from wB97M-V/def2-TZVPD.

Element x y z (Å)
H -0.8188 2.4126 0.0192
O -1.3780 -1.4789 -0.7419
N -1.0497 1.5632 0.5262
N 1.8446 0.1594 1.6017
H -0.6506 0.1235 -2.5571
H -1.1802 -2.3127 -1.1900
O 0.0466 -0.4022 -2.1475
O 0.9150 -1.2089 -0.1524
C 0.8708 -0.1034 0.6865
C -0.2908 -0.6570 -0.8313
C -0.2306 0.4795 0.1787
H -2.0289 1.3407 0.3849
H 2.4098 -0.6402 1.8433
H 1.5407 0.7243 2.3797

**Molecular weight**: 118.09 g/mol
**Total charge**: 0
**Kohn-Sham gap**: 8.29 eV
**Multiplicity**: 1

These are the natural (NBO) partial charges, in e, on atoms 1 to 6: H 0.36; O -0.70; N -0.83; N -0.82; H 0.48; H 0.48

---

*ii*
Here is C3H6N2O3 in the gas phase from the Open Molecules 2025 dataset. Energies are from wB97M-V/def2-TZVPD.

Element x y z (Å)
H -1.4873 1.4208 2.1039
O -0.7640 0.4977 0.0458
N -0.0640 -0.2886 0.9043
C -0.3676 -0.0811 2.2893
H -0.4752 1.8363 -1.2397
O 0.0756 0.0259 -2.2217
H 0.0697 -0.7497 2.9694
H -0.0210 -1.1910 0.4840
O 1.5672 -1.3401 -1.3252
C 0.9332 -0.9651 -2.3054
H 0.5595 -1.7921 -3.1667
C 0.0636 0.9206 -0.9328
N -1.1822 0.7568 2.8592
H 1.0926 0.9495 -0.4643

**Molecular weight**: 118.09 g/mol
**Total charge**: 0
**Kohn-Sham gap**: 10.35 eV
**Multiplicity**: 1
**Structure (SMILES)**: [H]/N=C\NOCOC=O

These are the natural (NBO) partial charges, in e, on atoms 1 to 6: H 0.33; O -0.37; N -0.36; C 0.24; H 0.20; O -0.54

---

Relative energies, in hartree, with the most stable structure set to zero: *i* 0.0000; *ii* 0.0826.

---

*i*
Here is C3H6N2O3 in the gas phase from the Open Molecules 2025 dataset. Energies are from wB97M-V/def2-TZVPD.

Element x y z (Å)
C -0.7031 0.2531 -0.4034
H 0.8843 -0.5732 2.6448
H -0.7438 -1.2793 -1.7173
C 0.1482 0.1259 0.7933
H -2.2432 -0.8165 -1.1129
O -1.2320 0.4682 0.8678
N -1.3136 -0.5203 -1.3714
H 1.6762 -1.2722 1.2214
C 0.7233 -0.9525 1.6374
H 0.0310 -1.7899 1.6764
O 0.8719 1.2926 0.4869
H 1.0926 2.2102 -2.1255
O 0.7948 1.3270 -1.8598
N 0.0134 1.5268 -0.7378

**Molecular weight**: 118.09 g/mol
**Total charge**: 0
**Kohn-Sham gap**: 10.04 eV
**Multiplicity**: 1
**Structure (SMILES)**: C[C@@]12ON(O)[C@]1(N)O2

These are the natural (NBO) partial charges, in e, on atoms 1 to 6: C 0.42; H 0.23; H 0.39; C 0.44; H 0.39; O -0.47

---

*ii*
Here is C3H6N2O3 in the gas phase from the Open Molecules 2025 dataset. Energies are from wB97M-V/def2-TZVPD.

Element x y z (Å)
N -0.7445 -0.7444 -0.2496
C 1.8811 0.0405 1.1251
O -1.1456 0.1196 0.9337
H 2.5389 -0.5819 1.9365
C -1.2487 -0.2943 -1.4808
H -0.8165 1.7884 1.6409
H 0.2263 -1.2729 -0.2292
O 0.9693 0.7824 1.7705
C -0.2870 1.1473 1.1115
H 0.0565 1.4830 0.1801
N -1.1275 -0.9678 -2.6475
H -1.8819 0.5466 -1.5627
H -0.3826 -1.7678 -2.4647
O 1.9622 -0.2787 -0.0638

**Molecular weight**: 118.09 g/mol
**Total charge**: 0
**Kohn-Sham gap**: 10.07 eV
**Multiplicity**: 1
**Structure (SMILES)**: [H]/N=C\NOCOC=O

These are the natural (NBO) partial charges, in e, on atoms 1 to 6: N -0.38; C 0.66; O -0.35; H 0.14; C 0.23; H 0.19

---

*iii*
Here is C3H6N2O3 in the gas phase from the Open Molecules 2025 dataset. Energies are from wB97M-V/def2-TZVPD.

Element x y z (Å)
N 0.0247 -0.5727 0.0417
C -0.3153 0.7138 0.3000
N -2.7318 0.4011 0.1399
H 2.0384 0.5299 0.1477
H -1.7364 2.1413 0.9681
O 1.2309 -2.1545 -0.9149
H -2.8353 0.6897 -0.8178
O 2.3290 -0.2301 -0.3848
H -0.7723 -1.2130 -0.1955
C -1.6413 0.9773 0.9672
H -1.7876 0.6109 1.9578
O 0.4065 1.6899 0.1662
C 1.2744 -1.0331 -0.4920
H -3.4688 -0.0015 0.6760

**Molecular weight**: 118.09 g/mol
**Total charge**: 0
**Kohn-Sham gap**: 10.24 eV
**Multiplicity**: 1
**Structure (SMILES)**: NCC(=O)NC(=O)O

These are the natural (NBO) partial charges, in e, on atoms 1 to 6: N -0.69; C 0.66; N -0.89; H 0.51; H 0.20; O -0.58

---

Relative energies, in hartree, with the most stable structure set to zero: *i* 0.1908; *ii* 0.1685; *iii* 0.0000.

---

*i*
Here is 2 unconnected molecules or ions with the total composition C3H6N2O3 from the Open Molecules 2025 dataset. Energies are from wB97M-V/def2-TZVPD.

Element x y z (Å)
O -2.8079 -1.4027 -0.4495
H 0.9567 -1.3223 -0.6477
N -1.6061 -1.2719 -0.5445
H 1.2969 -0.7356 1.3494
H -0.6177 0.4453 -2.2125
H 0.4412 2.0983 1.3891
N 0.8787 -0.3342 -0.7418
C -0.2119 0.3582 -1.1493
H 2.2456 0.8006 0.6837
H -0.6569 0.7170 1.4791
O -0.5517 1.4404 -0.3450
O -0.7734 -2.1631 -0.3307
C 0.0936 1.1526 0.9126
C 1.3130 0.2176 0.6071

**Molecular weight**: 118.09 g/mol
**Total charge**: 0
**Kohn-Sham gap (spin up / spin down)**: 8.84 / 8.84 eV
**Multiplicity**: 1

These are the natural (NBO) partial charges, in e, on atoms 1 to 6: O -0.41; H 0.46; N 0.35; H 0.23; H 0.24; H 0.20

---

*ii*
Here is a molecular structure, C3H6N2O3 from the Open Molecules 2025 dataset. Energies are from wB97M-V/def2-TZVPD.

Element x y z (Å)
H 2.6218 0.8243 1.2739
N 0.2105 -1.5920 0.1962
H 0.4977 1.9723 -0.1591
C -2.0602 -0.8357 -0.1933
H 3.1122 0.0653 -0.6646
N -2.9770 -0.0302 -0.3272
C 1.3870 -1.1064 0.0993
H -3.2403 1.7294 -0.1317
C 2.1322 0.4476 0.1713
O -2.5641 1.1782 0.5348
H 2.2623 -1.8996 0.1199
O -0.8724 -0.4620 0.1793
H -2.0038 -1.8803 -0.7309
O 1.4939 1.5891 -0.3679

**Molecular weight**: 118.09 g/mol
**Total charge**: 0
**Kohn-Sham gap**: 9.98 eV
**Multiplicity**: 1

These are the natural (NBO) partial charges, in e, on atoms 1 to 6: H 0.22; N -0.13; H 0.53; C 0.36; H 0.19; N -0.24

---

Relative energies, in hartree, with the most stable structure set to zero: *i* 0.0000; *ii* 0.1210.